Density functional theory data (wB97M-V/def2-TZVPD) for the ion C20H16N3O2S with charge +1.

Element x y z (Å)
1 C -3.34 -3.46 -0.61
2 C -2.04 -2.82 -0.26
3 C -1.90 -2.10 0.92
4 C -0.70 -1.51 1.26
5 C 0.40 -1.62 0.41
6 C 1.67 -0.96 0.74
7 C 2.39 -1.15 1.87
8 S 3.88 -0.27 1.96
9 C 3.57 0.43 0.42
10 N 4.35 1.30 -0.19
11 C 3.94 1.76 -1.35
12 N 2.78 1.45 -1.93
13 C 2.00 0.59 -1.32
14 N 0.72 0.34 -2.02
15 C -0.49 0.80 -1.31
16 C -0.42 1.78 -0.33
17 C -1.56 2.13 0.36
18 C -2.77 1.52 0.06
19 C -4.03 1.83 0.81
20 O -5.04 1.19 0.68
21 O -3.90 2.87 1.62
22 C -2.84 0.56 -0.95
23 C -1.70 0.20 -1.64
24 C 2.33 -0.03 -0.12
25 C 0.27 -2.35 -0.77
26 C -0.93 -2.94 -1.10
27 H -3.44 -4.41 -0.09
28 H -4.18 -2.83 -0.30
29 H -3.42 -3.65 -1.68
30 H -2.74 -2.00 1.58
31 H -0.60 -0.96 2.18
32 H 2.13 -1.81 2.68
33 H 4.57 2.46 -1.87
34 H 0.60 -0.69 -2.15
35 H 0.81 0.81 -2.93
36 H 0.52 2.25 -0.10
37 H -1.53 2.89 1.13
38 H -4.73 3.05 2.08
39 H -3.79 0.11 -1.18
40 H -1.75 -0.54 -2.43
41 H 1.14 -2.51 -1.40
42 H -1.01 -3.52 -2.01

Structure (SMILES): Cc1ccc(-c2csc3ncnc([NH2+]c4ccc(C(=O)O)cc4)c23)cc1
Largest force on an atom (eV/A): 0.94
HOMO-LUMO gap (eV): 8.49
LUMO level (Eh): -0.126
Total energy (Eh): -1484.4924
Charge: +1

natural (NBO) atomic charge list, values in e, 6 entries:
1. C -0.64
2. C -0.01
3. C -0.14
4. C -0.19
5. C -0.07
6. C -0.09

---

Density functional theory data (wB97M-V/def2-TZVPD) for a cluster of 13 separate species, C64H130F18N7O18S6 in total in a non-equilibrium geometry.

Element x y z (Å)
1 C 0.94 -13.22 17.01
2 C 2.22 -13.75 17.68
3 C 3.40 -14.23 16.72
4 N 4.57 -15.05 17.45
5 C 5.18 -14.26 18.66
6 C 4.20 -16.51 17.81
7 C 5.52 -17.19 17.74
8 C 6.18 -16.72 16.50
9 C 5.70 -15.22 16.39
10 H 1.07 -12.51 16.19
11 H 0.27 -12.84 17.78
12 H 0.52 -14.09 16.51
13 H 1.89 -14.56 18.33
14 H 2.57 -13.06 18.45
15 H 3.82 -13.41 16.13
16 H 2.99 -14.98 16.04
17 H 4.36 -14.26 19.37
18 H 5.37 -13.26 18.27
19 H 6.07 -14.72 19.10
20 H 3.80 -16.51 18.82
21 H 3.46 -16.99 17.16
22 H 6.11 -16.89 18.60
23 H 5.17 -18.21 17.60
24 H 7.27 -16.79 16.44
25 H 5.70 -17.38 15.77
26 H 6.50 -14.50 16.55
27 H 5.33 -14.97 15.40
28 C 8.75 -22.13 9.73
29 C 8.23 -20.77 9.20
30 C 6.71 -20.81 9.02
31 N 6.14 -19.44 8.56
32 C 6.73 -18.88 7.21
33 C 6.11 -18.31 9.61
34 C 4.95 -17.38 9.09
35 C 4.03 -18.26 8.38
36 C 4.61 -19.67 8.42
37 H 9.83 -22.10 9.85
38 H 8.47 -22.90 9.02
39 H 8.28 -22.31 10.70
40 H 8.78 -20.63 8.26
41 H 8.44 -19.90 9.83
42 H 6.36 -20.88 10.05
43 H 6.30 -21.59 8.37
44 H 6.20 -17.99 6.88
45 H 6.80 -19.78 6.58
46 H 7.69 -18.44 7.50
47 H 7.09 -17.88 9.78
48 H 5.75 -18.66 10.58
49 H 5.33 -16.59 8.44
50 H 4.35 -16.89 9.86
51 H 3.88 -17.93 7.35
52 H 3.02 -18.39 8.78
53 H 4.36 -20.37 7.63
54 H 4.43 -20.16 9.37
55 C -1.76 -21.42 11.54
56 C -0.62 -20.43 11.79
57 C 0.20 -20.84 13.03
58 N 1.39 -19.79 13.40
59 C 2.29 -19.33 12.19
60 C 2.20 -20.43 14.60
61 C 2.64 -19.27 15.49
62 C 1.67 -18.16 15.13
63 C 0.75 -18.63 14.04
64 H -1.36 -22.41 11.36
65 H -2.40 -21.22 10.69
66 H -2.49 -21.49 12.35
67 H -0.98 -19.41 11.71
68 H -0.03 -20.30 10.88
69 H 0.74 -21.78 12.99
70 H -0.40 -20.98 13.93
71 H 1.85 -18.59 11.54
72 H 2.48 -20.20 11.55
73 H 3.21 -19.02 12.69
74 H 3.04 -21.00 14.19
75 H 1.49 -21.03 15.18
76 H 3.70 -19.04 15.35
77 H 2.58 -19.54 16.54
78 H 2.19 -17.31 14.69
79 H 1.14 -17.90 16.05
80 H 0.60 -17.88 13.26
81 H -0.23 -18.94 14.41
82 C -1.44 -16.45 10.42
83 C -1.75 -15.68 9.08
84 C -1.94 -16.63 7.87
85 N -1.77 -16.08 6.49
86 C -2.79 -15.00 6.16
87 C -0.31 -15.61 6.18
88 C 0.02 -16.03 4.74
89 C -1.16 -16.95 4.27
90 C -1.94 -17.28 5.49
91 H -1.33 -15.80 11.29
92 H -0.54 -17.06 10.39
93 H -2.26 -17.17 10.54
94 H -0.95 -14.98 8.84
95 H -2.63 -15.04 9.17
96 H -2.97 -16.97 7.94
97 H -1.21 -17.45 7.89
98 H -2.67 -14.72 5.11
99 H -2.48 -14.17 6.78
100 H -3.79 -15.39 6.32
101 H -0.26 -14.56 6.46
102 H 0.33 -16.10 6.91
103 H 0.09 -15.19 4.06
104 H 0.97 -16.57 4.70
105 H -1.76 -16.45 3.52
106 H -0.78 -17.88 3.85
107 H -2.99 -17.57 5.44
108 H -1.45 -18.14 5.94
109 C -5.48 -24.75 4.68
110 C -5.28 -23.87 5.92
111 C -4.36 -22.66 5.73
112 N -3.99 -21.72 6.88
113 C -3.24 -20.54 6.23
114 C -3.21 -22.42 8.06
115 C -4.30 -22.78 9.05
116 C -5.27 -21.67 9.03
117 C -5.25 -21.12 7.62
118 H -5.71 -24.23 3.75
119 H -6.29 -25.44 4.93
120 H -4.70 -25.47 4.43
121 H -5.08 -24.49 6.79
122 H -6.26 -23.43 6.13
123 H -4.72 -22.03 4.92
124 H -3.35 -22.94 5.42
125 H -3.88 -20.10 5.46
126 H -2.32 -20.87 5.76
127 H -3.05 -19.85 7.05
128 H -2.50 -21.71 8.48
129 H -2.57 -23.18 7.60
130 H -3.86 -22.83 10.05
131 H -4.71 -23.74 8.75
132 H -5.07 -20.83 9.70
133 H -6.27 -22.07 9.19
134 H -5.24 -20.03 7.62
135 H -6.13 -21.25 6.98
136 C 0.58 -28.51 12.80
137 C 0.87 -27.05 12.40
138 C 1.63 -26.87 11.01
139 N 1.94 -25.38 10.67
140 C 2.93 -25.45 9.48
141 C 3.43 -24.01 9.14
142 C 4.23 -23.42 10.36
143 C 3.27 -23.39 11.55
144 C 2.61 -24.69 11.88
145 C 0.66 -24.57 10.38
146 H 0.09 -28.56 13.77
147 H 1.36 -29.26 12.69
148 H -0.18 -28.78 12.06
149 H 1.42 -26.57 13.21
150 H -0.03 -26.47 12.16
151 H 1.15 -27.38 10.17
152 H 2.56 -27.33 11.35
153 H 3.74 -26.14 9.71
154 H 2.44 -25.83 8.58
155 H 4.24 -23.96 8.41
156 H 2.64 -23.30 8.90
157 H 5.12 -23.99 10.62
158 H 4.58 -22.39 10.34
159 H 3.75 -23.10 12.49
160 H 2.47 -22.68 11.36
161 H 3.40 -25.26 12.38
162 H 1.79 -24.42 12.53
163 H 0.17 -25.18 9.62
164 H 0.88 -23.58 9.97
165 H 0.02 -24.54 11.26
166 C -4.96 -22.76 14.02
167 C -5.14 -23.99 13.20
168 C -4.09 -25.11 13.42
169 N -4.31 -26.45 12.67
170 C -3.11 -27.33 13.13
171 C -3.40 -28.88 13.17
172 C -4.85 -29.27 13.65
173 C -5.89 -28.55 12.81
174 C -5.72 -27.06 13.00
175 C -4.27 -26.29 11.13
176 H -4.05 -22.23 13.73
177 H -5.00 -22.89 15.10
178 H -5.72 -22.01 13.83
179 H -5.19 -23.68 12.16
180 H -6.12 -24.46 13.35
181 H -4.06 -25.28 14.49
182 H -3.09 -24.73 13.18
183 H -2.85 -27.01 14.14
184 H -2.31 -27.05 12.44
185 H -2.62 -29.45 13.69
186 H -3.18 -29.20 12.15
187 H -5.02 -29.03 14.70
188 H -5.07 -30.33 13.54
189 H -6.92 -28.85 13.01
190 H -5.82 -28.69 11.73
191 H -5.83 -26.93 14.08
192 H -6.53 -26.47 12.57
193 H -4.15 -27.31 10.76
194 H -3.33 -25.78 10.92
195 H -5.14 -25.77 10.73
196 C -1.43 -23.69 16.17
197 F -0.98 -23.49 17.39
198 F -2.68 -24.15 16.24
199 F -1.56 -22.62 15.42
200 S -0.26 -24.92 15.21
201 O 1.08 -24.50 15.55
202 O -0.63 -26.32 15.74
203 O -0.62 -24.84 13.78
204 C -3.40 -18.42 14.15
205 F -2.68 -18.02 13.09
206 F -2.77 -19.43 14.71
207 F -3.52 -17.42 15.05
208 S -5.17 -19.01 13.61
209 O -5.80 -17.78 13.21
210 O -4.89 -19.96 12.53
211 O -5.82 -19.70 14.74
212 C 1.42 -13.91 13.27
213 F 0.57 -13.49 12.32
214 F 1.85 -12.80 13.86
215 F 0.69 -14.59 14.17
216 S 2.81 -14.98 12.45
217 O 3.62 -15.53 13.53
218 O 2.09 -16.04 11.73
219 O 3.58 -14.07 11.52
220 C 8.14 -20.65 13.83
221 F 8.75 -19.87 14.69
222 F 8.51 -20.58 12.57
223 F 8.27 -22.00 14.16
224 S 6.17 -20.20 13.82
225 O 5.58 -21.16 12.90
226 O 5.74 -20.43 15.19
227 O 6.07 -18.76 13.45
228 C -1.68 -16.11 17.29
229 F -1.32 -16.17 16.00
230 F -1.44 -14.83 17.66
231 F -3.01 -16.42 17.32
232 S -0.60 -17.33 18.41
233 O -0.66 -18.58 17.64
234 O 0.75 -16.72 18.41
235 O -1.27 -17.29 19.73
236 C 1.03 -20.22 6.03
237 F 2.09 -20.93 5.51
238 F 1.48 -18.93 6.10
239 F -0.03 -20.30 5.22
240 S 0.53 -21.01 7.78
241 O 1.80 -20.90 8.50
242 O -0.61 -20.15 8.23
243 O 0.11 -22.37 7.49

Largest force on an atom (eV/A): 4.86
HOMO-LUMO gap (eV): 6.29
LUMO level (Eh): -0.094
Total energy (Eh): -8440.4277
Charge: +1

Löwdin atomic charge list, values in e, 6 entries:
1. C -0.09
2. C -0.21
3. C -0.05
4. N -0.19
5. C 0.05
6. C -0.09

---

Density functional theory data (wB97M-V/def2-TZVPD) for a cluster of 3 separate species, C20H40F3NO13P2S in total in a non-equilibrium geometry.

Element x y z (Å)
1 C 7.24 -4.56 5.06
2 C 7.01 -3.74 3.78
3 C 5.63 -3.07 3.77
4 O 4.73 -3.97 3.13
5 C 3.38 -3.64 3.29
6 C 2.57 -4.69 4.08
7 S 3.63 -5.15 5.49
8 O 1.34 -4.04 4.45
9 C 1.26 -3.60 5.72
10 O 0.71 -4.12 6.62
11 F 1.82 -2.40 5.87
12 N 2.15 -5.79 3.21
13 C 3.23 -6.59 2.71
14 O 3.74 -6.40 1.67
15 F 3.60 -7.59 3.50
16 C 1.13 -6.59 3.78
17 O 0.94 -6.83 4.93
18 F 0.36 -7.14 2.85
19 H 8.23 -5.00 5.00
20 H 6.55 -5.40 5.10
21 H 7.16 -3.93 5.94
22 H 7.80 -3.01 3.64
23 H 7.03 -4.46 2.97
24 H 5.36 -2.85 4.80
25 H 5.74 -2.16 3.17
26 H 3.23 -2.70 3.83
27 H 2.91 -3.49 2.31
28 H 2.84 -5.94 6.23
29 C 1.14 0.37 4.14
30 C 0.44 1.46 3.34
31 O -0.02 0.96 2.08
32 P -1.40 0.13 2.01
33 O -2.50 1.05 2.36
34 O -1.55 -0.02 0.39
35 C -2.78 0.26 -0.27
36 C -2.72 1.61 -0.95
37 O -0.73 -1.33 2.17
38 C -1.60 -2.48 2.38
39 C -2.02 -3.10 1.06
40 H 0.44 -0.41 4.43
41 H 1.59 0.78 5.04
42 H 1.92 -0.10 3.53
43 H -0.40 1.87 3.91
44 H 1.13 2.27 3.13
45 H -3.62 0.21 0.42
46 H -2.92 -0.53 -1.02
47 H -2.51 2.40 -0.24
48 H -3.67 1.83 -1.45
49 H -1.92 1.62 -1.70
50 H -2.47 -2.19 2.97
51 H -1.03 -3.20 2.96
52 H -2.77 -2.50 0.56
53 H -2.45 -4.09 1.23
54 H -1.17 -3.19 0.39
55 C -1.06 2.81 -4.37
56 C -2.54 2.66 -4.69
57 O -3.17 3.94 -4.87
58 P -3.03 4.69 -6.29
59 O -3.75 3.89 -7.30
60 O -4.05 5.94 -6.03
61 C -5.04 6.31 -6.99
62 C -6.40 5.82 -6.56
63 O -1.73 5.57 -5.91
64 C -1.06 6.31 -6.96
65 C -1.63 7.70 -7.11
66 H -0.51 3.22 -5.22
67 H -0.62 1.85 -4.11
68 H -0.92 3.50 -3.53
69 H -2.68 2.04 -5.58
70 H -3.04 2.17 -3.86
71 H -4.78 5.93 -7.98
72 H -5.03 7.40 -7.05
73 H -6.41 4.74 -6.43
74 H -7.16 6.09 -7.30
75 H -6.68 6.27 -5.60
76 H -1.11 5.76 -7.91
77 H -0.01 6.36 -6.67
78 H -2.60 7.68 -7.61
79 H -0.96 8.32 -7.71
80 H -1.77 8.17 -6.14

Structure (SMILES): CCCOC[C@@](S)(OC(=O)F)N(C(=O)F)C(=O)F.CCOP(=O)(OCC)OCC.CCOP(=O)(OCC)OCC
Largest force on an atom (eV/A): 5.97
HOMO-LUMO gap (eV): 10.39
LUMO level (Eh): 0.006
Total energy (Eh): -3199.5543
Charge: 0

Löwdin atomic charge list, values in e, 6 entries:
1. C -0.11
2. C -0.21
3. C -0.22
4. O -0.16
5. C -0.18
6. C -0.63